# 1
Here is the molecule C3H4N2O from the OMol25 dataset. Energies are from wB97M-V/def2-TZVPD.

```
10
Properties=species:S:1:pos:R:3:forces:R:3:lowdin_charge:R:1
N 1.555 0.237 0.139 0.17 0.04 0.03 0.21
C 0.102 0.174 0.127 0.02 0.21 0.09 -0.49
C -0.734 1.088 0.650 0.14 -0.48 -0.27 -0.11
N -2.005 0.474 0.274 0.05 -0.18 -0.10 0.02
C -1.752 -0.609 -0.364 -0.37 0.05 0.04 -0.26
O -0.430 -0.912 -0.530 0.06 0.19 0.12 0.01
H 2.008 -0.554 0.607 -0.10 0.08 -0.02 0.17
H 1.971 0.338 -0.792 -0.06 0.01 0.08 0.17
H 1.728 1.094 0.680 -0.01 -0.07 -0.06 0.15
H -2.444 -1.329 -0.790 0.10 0.16 0.08 0.12
```
Positions in Å, forces in eV/Å.

Properties
ΔE to the lowest compared entry with this formula, charge and spin, kcal/mol: 102.2
Multiplicity: 1
Net charge: 0
Lowest unoccupied orbital energy, eV: -0.24



# 2
Here is a 2-piece molecular cluster, C6H18N3 overall at a distorted geometry from the OMol25 dataset. Energies are from wB97M-V/def2-TZVPD.

```
27
Properties=species:S:1:pos:R:3:forces:R:3:lowdin_charge:R:1
C -1.468 -0.859 0.621 1.40 -0.05 -0.29 -0.03
C -1.227 0.140 -1.670 -2.33 -0.25 0.03 -0.01
C 1.372 -0.476 1.022 0.54 1.46 0.26 -0.02
C 1.063 1.520 -0.519 -0.24 -0.54 -0.89 0.00
C -0.648 -0.291 -0.393 -0.41 0.24 -1.23 -0.13
C 0.843 -0.017 -0.341 0.24 0.63 1.11 -0.56
N 1.447 -0.155 -2.769 -3.65 -1.76 3.78 0.06
N 1.544 -0.699 -1.387 1.14 0.53 -2.59 -0.01
N -1.579 0.236 3.056 0.66 -0.23 1.76 0.03
H -2.418 -1.293 0.401 -0.58 -0.11 -0.69 0.10
H -0.890 -1.471 1.291 0.08 -0.45 0.21 0.08
H -1.667 -0.045 1.438 0.31 -0.09 -0.07 0.11
H -0.592 -0.243 -2.534 -1.15 0.83 0.96 0.11
H -1.193 1.259 -1.656 0.05 -0.81 -0.39 0.12
H -2.349 -0.142 -1.662 1.90 0.32 -0.59 0.13
H 2.349 0.002 1.379 -1.09 -1.36 -0.98 0.14
H 0.650 -0.062 1.683 -0.55 0.72 0.98 0.04
H 1.169 -1.524 1.181 1.07 -0.62 -0.13 0.09
H 0.626 1.883 -1.483 0.39 -0.30 1.01 0.09
H 2.133 1.707 -0.574 0.07 -0.07 0.21 0.10
H 0.637 2.037 0.330 -0.12 0.30 0.12 0.09
H 1.111 -0.936 -3.271 0.13 -0.46 -1.36 0.07
H 2.238 0.247 -3.099 3.24 1.01 -0.91 0.05
H 1.533 -1.709 -1.452 -0.18 0.17 0.61 0.14
H -2.468 0.084 3.528 -0.14 0.14 -0.11 0.07
H -1.299 1.188 3.283 -0.07 -0.01 0.06 0.07
H -0.919 -0.381 3.597 -0.70 0.76 -0.85 0.10
```
Positions in Å, forces in eV/Å.

Properties
ΔE to the lowest compared entry with this formula, charge and spin, kcal/mol: 107.6
Multiplicity: 1
Net charge: +1
Lowest unoccupied orbital energy, eV: -4.61



# 3
Here is the molecule C2H2F2 at a distorted geometry from the OMol25 dataset. Energies are from wB97M-V/def2-TZVPD.

```
6
Properties=species:S:1:pos:R:3:forces:R:3:lowdin_charge:R:1
F 1.786 0.326 -0.065 -3.64 -1.98 -0.30 -0.09
C 0.478 -0.405 -0.124 2.75 0.73 0.91 -0.03
C -0.638 0.231 0.237 -0.55 -0.54 -2.57 -0.16
F -0.549 1.575 0.279 -0.75 -0.39 0.73 0.01
H 0.617 -1.479 -0.340 -0.07 0.97 0.24 0.11
H -1.693 -0.248 0.014 2.25 1.20 0.99 0.15
```
Positions in Å, forces in eV/Å.

Properties
ΔE to the lowest compared entry with this formula, charge and spin, kcal/mol: 27.6
Multiplicity: 1
SMILES: F/C=C\F
Net charge: 0
Lowest unoccupied orbital energy, eV: 0.89



Number 1: Kohn-Sham gap 7.3 eV. Number 2: Kohn-Sham gap 8.0 eV. Number 3: Kohn-Sham gap 11.3 eV.